Entry a
Below is 2 unconnected molecules or ions with the total composition C4H10O, with properties calculated with ωB97M-V/def2-TZVPD.

```
! RIJCOSX wB97M-V def2-TZVPD def2/J DEFGRID3
* xyz 0 1
O -0.14 0.50 2.86
C 0.99 -1.12 -1.01
C 0.87 0.12 -2.13
C -2.02 0.26 1.32
C -0.93 0.91 1.74
H -2.30 0.21 0.39
H 2.05 -1.45 -0.94
H 0.44 -2.02 -1.28
H 1.61 0.94 -1.99
H -0.43 1.81 1.22
H 0.73 0.92 2.82
H 0.69 -0.73 0.01
H 0.75 -0.38 -3.14
H -0.14 0.55 -1.90
H -2.17 -0.54 2.04
*
```


Entry b
Below is a single C4H10O molecule, with properties calculated with ωB97M-V/def2-TZVPD.

```
! RIJCOSX wB97M-V def2-TZVPD def2/J DEFGRID3
* xyz 0 1
O -0.55 1.03 0.66
C 2.06 0.17 -0.19
C -0.46 0.11 -0.47
C 0.81 -0.70 -0.23
C -2.02 -0.28 -0.17
H 2.94 -0.44 0.03
H -0.34 0.68 -1.41
H 0.71 -1.25 0.71
H -2.10 -1.00 0.63
H 2.21 0.68 -1.15
H -2.80 0.47 0.01
H -2.24 -0.75 -1.10
H -1.06 1.83 0.45
H 0.89 -1.43 -1.03
H 1.97 0.92 0.59
*
```


Entry c
Below is a molecular structure, C4H10O, with properties calculated with ωB97M-V/def2-TZVPD.

```
! RIJCOSX wB97M-V def2-TZVPD def2/J DEFGRID3
* xyz 0 1
O 1.30 -0.71 -0.47
C 2.57 -0.07 -0.53
C -1.07 -0.38 -0.34
C 0.26 -0.03 0.21
C -2.08 0.23 0.61
H 3.27 -0.75 -1.04
H -2.88 0.43 -0.21
H -1.18 -1.47 -0.35
H 2.95 0.13 0.47
H -1.86 1.24 0.97
H 2.54 0.87 -1.10
H -1.36 0.00 -1.32
H 0.52 1.03 0.29
H -2.55 -0.42 1.36
H -0.44 -0.10 1.46
*
```


Energetically preferred structure: entry b | next structure: +72.6 kJ/mol